This record from the Open Molecules 2025 dataset describes a gas-phase ion, C3H7N4 (charge +1) in a non-equilibrium geometry. The level of theory is wB97M-V/def2-TZVPD.

The geometry in ORCA input format:
```
! wB97M-V def2-TZVPD RIJCOSX def2/J DEFGRID3
* xyz 1 1
H -3.094 1.876 0.002
C 0.535 -0.637 0.180
H 0.665 -1.550 -0.463
N 1.411 0.542 0.003
N -2.621 1.009 -0.117
H 0.830 -1.007 1.117
N -1.271 1.028 -0.075
C -0.856 -0.208 -0.006
H 2.397 0.309 -0.129
H 0.965 1.123 -0.845
H -2.328 -2.175 -0.066
H 1.051 1.030 0.889
C -2.314 -1.068 0.078
N -3.165 -0.154 -0.055
*
```

The calculation puts the HOMO energy at -13.65 eV. For the HOMO-LUMO gap, the calculation gives 9.802 eV. The value obtained for the energy is -9175.547 eV. As for the molecular weight: 99.12 u. Its SMILES is [NH3+]Cc1cn[nH]n1.

This record from the Open Molecules 2025 dataset describes a molecular structure, C23H31F3N3O3PPd in a non-equilibrium geometry. The level of theory is wB97M-V/def2-TZVPD.

The geometry in ORCA input format:
```
! wB97M-V def2-TZVPD RIJCOSX def2/J DEFGRID3
* xyz 2 5
H 1.939 2.810 -4.911
H 2.838 1.453 -5.465
C -2.139 -4.078 1.015
C 1.986 2.230 0.130
F -6.163 -2.287 -0.508
H -0.299 -3.233 5.780
H 3.282 2.163 -3.966
N 0.951 -2.154 0.622
H 1.695 -4.318 6.397
C -0.465 3.835 -3.712
P 0.826 1.783 -2.367
C 0.265 -0.298 4.168
Pd 0.089 -3.199 2.816
H -2.037 3.841 -1.472
N -1.962 -3.255 2.042
O 0.917 -3.446 0.658
H -0.100 0.974 -5.225
H 3.275 4.223 -1.023
H -0.136 -0.569 -4.185
F -4.939 -3.465 -1.900
C -4.935 -2.439 -0.974
C 2.472 3.903 -1.703
C -2.825 -2.179 2.128
C 0.302 -2.516 5.191
H 1.601 4.501 -1.628
C -1.129 3.314 -1.285
N -1.141 1.060 2.438
H 0.382 4.414 -3.506
H -1.473 -1.497 4.730
C 1.631 -0.342 4.203
C 2.300 -3.611 5.851
C -0.473 0.605 3.257
H 3.349 -3.734 5.914
C 0.498 0.198 -4.657
C 1.724 -2.515 5.228
C 2.177 2.461 -1.378
H -1.332 2.459 -0.613
C -3.092 -3.839 0.035
H -3.109 -4.567 -0.789
H 2.946 2.220 0.647
C -3.804 -1.909 1.196
H -1.366 1.988 -3.077
H 2.155 0.109 -3.332
H 3.048 1.936 -1.729
C -0.705 2.767 -2.666
H -4.407 -1.016 1.286
C 2.323 -1.391 4.706
H -1.372 4.470 -3.811
H 2.220 0.456 3.824
O 1.284 -1.553 -0.363
H -1.525 -4.951 0.936
C -3.929 -2.769 0.115
H -0.343 3.391 -4.691
H 2.826 4.005 -2.741
F -4.479 -1.332 -1.593
H -0.335 3.922 -0.918
C 1.546 0.889 -3.775
O 0.554 -1.544 1.686
H 1.307 3.006 0.474
C -0.410 -1.413 4.682
H -2.679 -1.488 2.948
H 3.393 -1.371 4.674
C 2.396 1.886 -4.573
H 1.596 1.282 0.249
H 1.010 -0.274 -5.492
*
```

The calculation puts the HOMO energy (spin up / spin down) at -13.68 / -15.91 eV. For the HOMO-LUMO gap (spin up / spin down), the calculation gives 7.898 / 7.488 eV. The value obtained for the energy is -55865.136 eV. As for the molecular weight: 591.91 u.